Record 1
A structure of composition C32H31N6O10RuS3 in a non-equilibrium geometry, computed with ωB97M-V/def2-TZVPD.

Last column: Löwdin charge in e.
Atoms and positions in Å:
Ru 0.59 -0.30 0.43  1.6528
S 2.16 2.57 0.29  0.5439
S 3.22 -0.62 -0.35  0.5310
S 1.13 -2.89 0.34  0.8179
O 2.78 -0.89 1.04  -0.4647
O 3.88 -1.70 -1.01  -0.2435
O -0.46 -0.76 1.97  -0.3398
O 2.26 3.83 0.97  -0.3012
O 1.45 2.59 -0.97  -0.2697
O 1.64 1.49 1.21  -0.4226
O 1.93 -0.16 -1.06  -0.4550
O -1.42 -1.62 -0.68  -0.0544
O -1.03 4.19 1.05  -0.0660
O -1.02 0.89 0.01  -0.1796
N 2.14 0.80 3.91  0.2402
N -2.97 2.30 1.38  0.1574
N 0.13 -3.29 -2.12  0.1386
N 1.57 -3.33 5.25  0.2015
N -0.36 -4.88 -0.50  0.1265
N -0.14 -1.68 2.90  0.0410
C 6.57 1.49 -0.38  -0.0460
C -3.28 -2.59 0.42  0.0037
C -0.57 -3.55 -4.41  -0.0039
C 4.30 0.76 -0.30  -0.2346
C -0.23 5.37 1.07  -0.0276
C -1.66 1.33 3.18  -0.0350
C -1.23 -5.20 -2.62  0.0400
C 0.38 2.35 3.89  -0.0975
C 1.24 -2.50 4.54  -0.1298
C 0.23 -3.71 -0.86  -0.6998
C -1.93 3.24 -3.26  -0.0566
C -2.62 -1.74 -0.64  -0.4619
C -1.00 2.19 -3.38  -0.0276
C 6.16 2.79 -0.17  -0.0377
C 4.81 3.08 0.01  -0.0346
C -0.56 -4.02 -3.00  -0.2707
C -0.80 3.26 2.00  -0.2256
C -0.59 1.37 4.05  -0.1064
C 0.27 3.30 2.89  -0.0071
C -2.28 2.58 -0.95  -0.1557
C 5.64 0.46 -0.45  -0.0384
C 0.87 -1.44 3.62  -0.2824
C -1.76 2.25 2.15  -0.1610
C -0.73 1.37 -2.31  -0.0297
C -3.14 2.69 0.14  0.0070
C -1.29 1.62 -1.04  -0.3337
C -3.52 -1.06 -1.64  0.0092
C -2.59 3.39 -2.08  -0.0113
C -1.74 -6.88 -0.79  0.0106
C 3.86 2.08 -0.05  -0.1934
C -1.11 -5.63 -1.34  -0.2453
C 1.62 -0.20 3.70  -0.1401
H -0.27 5.84 2.06  0.1054
H -3.81 -3.42 -0.06  0.0909
H -2.44 0.58 3.29  0.1232
H -0.49 2.02 -4.32  0.1189
H 6.89 3.59 -0.13  0.1170
H -1.58 -3.58 -4.83  0.0915
H 5.94 -0.56 -0.63  0.1197
H -4.12 3.10 -0.06  0.1556
H 4.48 4.10 0.20  0.1180
H -3.34 4.17 -1.96  0.1228
H -1.10 -7.74 -1.01  0.1055
H 1.04 4.05 2.77  0.1108
H 7.63 1.26 -0.47  0.1168
H 0.05 -4.21 -5.02  0.1015
H 1.24 2.38 4.55  0.0993
H -2.71 -7.05 -1.26  0.0961
H -4.03 -2.00 0.96  0.0940
H -4.15 -1.80 -2.14  0.0939
H -0.66 6.03 0.33  0.0986
H -2.54 -2.96 1.12  0.0809
H -1.81 -5.76 -3.34  0.1350
H -0.51 0.64 4.85  0.1143
H -2.92 -0.53 -2.38  0.0828
H -2.13 3.90 -4.10  0.1099
H -1.87 -6.82 0.29  0.0924
H -0.22 -5.18 0.46  0.1516
H -0.17 -2.54 -4.47  0.0865
H -4.17 -0.36 -1.13  0.0944
H -0.02 0.56 -2.40  0.1055
H -3.81 2.20 1.92  0.1687
H 0.81 5.14 0.81  0.0672

Calculated values
**Kohn-Sham gap (spin up / spin down)**: 5.93 / 5.43 eV
**Charge**: +1
**Calculated total energy**: -3607.96906 hartree
**Energy relative to the best compared isomer or geometry (same formula, charge and spin)**: 269.47 kJ/mol
**Lowest unoccupied orbital energy (spin up / spin down)**: -4.535 / -5.018 eV
**Multiplicity**: 5

---

Record 2
A cluster of 11 separate species, C33H33F11O33 in total in a non-equilibrium geometry, computed with ωB97M-V/def2-TZVPD.

Last column: Löwdin charge in e.
Atoms and positions in Å:
F 10.04 4.02 9.65  0.1249
F 14.03 3.69 0.13  0.1074
F 21.54 10.71 10.10  0.0967
F 17.67 6.43 7.15  0.1363
F 18.52 4.18 17.01  0.0557
F 17.35 -2.44 9.18  0.0595
F 13.10 5.95 14.07  0.0781
F 12.59 -1.51 2.18  0.0593
F 19.33 11.41 4.95  0.1048
F 15.23 16.02 7.10  0.0873
F 11.08 10.73 8.83  0.1057
O 14.43 14.50 8.72  0.1132
O 18.76 3.95 14.70  0.1225
O 15.61 12.53 8.96  0.1298
O 20.31 5.49 15.21  0.0943
O 8.56 2.89 8.43  0.1911
O 12.11 -3.76 5.48  0.1215
O 17.93 0.48 9.39  0.1143
O 21.98 10.13 13.10  0.0927
O 13.43 7.91 15.13  0.1690
O 16.39 3.06 -1.62  0.0631
O 10.71 9.24 5.88  0.0883
O 8.93 7.83 6.34  0.1422
O 14.42 6.00 8.03  0.0921
O 13.48 -1.98 4.94  0.0610
O 7.88 1.40 6.91  0.0887
O 13.65 5.05 6.17  0.1479
O 21.36 13.24 4.99  0.0931
O 16.54 14.58 9.46  0.0760
O 20.45 14.96 6.23  0.1370
O 22.37 9.12 11.20  0.1564
O 16.16 -0.52 8.56  0.0998
O 15.67 2.23 0.33  0.1373
O 15.90 1.13 10.13  0.1440
O 9.63 1.04 8.42  0.0569
O 14.72 9.51 14.15  0.1379
O 15.74 6.02 6.22  0.1417
O 24.03 9.21 12.59  0.1333
O 10.03 9.02 7.86  0.2082
O 16.44 0.79 -1.25  0.1697
O 19.30 13.71 4.86  0.1849
O 11.46 -2.03 4.06  0.1214
O 19.03 5.73 13.30  0.1487
O 12.97 8.53 13.09  0.1097
C 14.52 5.68 6.74  -0.5289
C 21.15 9.78 10.96  -0.3054
C 16.64 0.41 9.48  -0.5419
C 15.71 6.37 8.45  -0.0657
C 18.42 -0.42 8.44  -0.0799
C 12.09 -1.00 3.34  -0.2509
C 14.91 15.80 8.38  -0.3248
C 12.53 7.02 14.67  -0.3401
C 11.41 10.19 6.63  -0.0746
C 16.14 4.16 -0.76  -0.0736
C 19.44 12.47 4.16  -0.2855
C 9.85 8.59 6.69  -0.5614
C 19.37 5.13 14.30  -0.4883
C 20.91 12.53 3.87  -0.0884
C 15.33 3.58 0.35  -0.3711
C 8.66 1.78 7.85  -0.5625
C 15.57 13.75 9.03  -0.4801
C 16.23 1.92 -0.87  -0.4982
C 20.51 4.33 16.00  -0.0952
C 20.81 10.35 12.34  -0.0370
C 16.43 6.80 7.17  -0.3834
C 13.26 -0.72 4.35  -0.0729
C 9.39 2.90 9.57  -0.3331
C 19.22 3.61 15.99  -0.3081
C 10.41 1.77 9.32  -0.0338
C 20.37 14.07 5.39  -0.6104
C 11.90 7.83 13.56  -0.1019
C 13.75 8.74 14.14  -0.5270
C 22.86 9.48 12.36  -0.5986
C 17.28 -1.42 8.26  -0.2490
C 16.10 15.92 9.34  -0.0543
C 12.31 -2.67 4.90  -0.4752
C 11.18 9.68 8.01  -0.3757
H 14.19 -0.30 3.96  0.1336
H 11.14 8.54 13.85  0.1485
H 17.12 -1.89 7.29  0.1695
H 15.66 16.24 10.28  0.1387
H 11.48 7.21 12.77  0.1479
H 11.92 6.59 15.47  0.1779
H 20.44 11.37 12.34  0.1479
H 21.32 3.79 15.52  0.1463
H 11.47 -0.15 3.05  0.1705
H 15.67 5.00 -1.27  0.1516
H 20.18 9.65 12.90  0.1441
H 15.74 7.23 9.12  0.1394
H 16.22 5.55 8.95  0.1479
H 16.40 7.89 7.10  0.1718
H 11.04 11.17 6.34  0.1519
H 11.22 2.16 8.70  0.1449
H 8.72 2.73 10.40  0.1766
H 19.38 -0.91 8.55  0.1448
H 17.14 4.32 -0.36  0.1433
H 21.32 11.54 3.68  0.1466
H 12.49 10.14 6.52  0.1383
H 19.15 2.54 16.16  0.1761
H 12.09 9.13 8.25  0.1781
H 13.07 0.04 5.11  0.1318
H 14.15 16.56 8.60  0.1652
H 18.61 0.08 7.50  0.1390
H 16.94 16.55 9.03  0.1487
H 20.27 9.28 10.55  0.1697
H 18.72 12.33 3.36  0.1768
H 21.18 13.09 2.98  0.1412
H 10.74 1.16 10.16  0.1467
H 20.79 4.53 17.04  0.1482
H 15.55 4.14 1.27  0.1703

Calculated values
**Kohn-Sham gap**: 10.35 eV
**Charge**: 0
**Calculated total energy**: -4858.68537 hartree
**Energy relative to the best compared isomer or geometry (same formula, charge and spin)**: 776.92 kJ/mol
**Lowest unoccupied orbital energy**: -0.250 eV

---

Record 3
An isolated molecule of C5H8FNS in a non-equilibrium geometry, computed with ωB97M-V/def2-TZVPD.

Last column: natural (NBO) charge in e.
Atoms and positions in Å:
S 0.12 2.12 0.14  -0.1227
F -2.47 1.17 -0.83  -0.3602
N 2.80 0.68 0.02  -0.7466
C -1.65 0.09 -0.42  0.1486
C 2.16 -0.42 -0.32  0.1512
C -0.21 0.54 -0.31  -0.0756
C -2.16 -0.54 0.82  -0.6362
C 0.76 -0.50 -0.44  -0.4459
H -3.19 -0.88 0.75  0.2265
H 2.73 -1.33 -0.46  0.2043
H -1.55 -1.33 1.11  0.2204
H -1.54 -0.58 -1.25  0.1711
H 2.24 1.55 0.17  0.4326
H -2.15 0.24 1.61  0.2286
H 0.32 -1.44 -0.71  0.2081
H 3.78 0.64 0.13  0.3958

Calculated values
**Kohn-Sham gap**: 8.16 eV
**Charge**: 0
**Calculated total energy**: -748.10212 hartree
**Energy relative to the best compared isomer or geometry (same formula, charge and spin)**: 9.96 kJ/mol
**Lowest unoccupied orbital energy**: -0.128 eV

---

Record 4
A structure of composition C12H17Cl2F3O4Ti in a non-equilibrium geometry, computed with ωB97M-V/def2-TZVPD.

Last column: natural (NBO) charge in e.
Atoms and positions in Å:
Ti -0.25 -0.81 1.33  1.6009
Cl 1.89 -1.61 1.49  -0.4179
Cl 4.37 0.99 1.00  -0.9816
F 1.93 1.44 4.77  -0.3240
F 1.69 3.50 4.03  -0.3239
F -0.06 2.38 4.78  -0.3532
O 1.05 2.45 1.63  -0.5740
O -1.80 0.26 1.21  -1.0067
O -1.07 -2.30 1.95  -0.9476
O 0.41 0.50 2.62  -0.7270
C 0.16 0.78 -1.45  -0.0832
C 0.62 2.18 -1.66  -0.6357
C 1.12 2.28 4.07  0.8866
C -2.42 -1.92 -1.14  -0.6265
C -1.20 0.36 -1.39  -0.0499
C 0.54 -2.94 -1.19  -0.6512
C 0.14 -1.51 -1.09  -0.0808
C 0.99 -0.36 -1.34  -0.0466
C -1.22 -1.06 -1.14  -0.1487
C 0.85 1.72 2.59  0.7289
C -2.39 1.23 -1.51  -0.6264
C 2.43 -0.38 -1.64  -0.6737
H 1.51 -3.11 -0.71  0.2366
H -2.22 2.18 -0.98  0.2051
H 0.61 -3.26 -2.24  0.1777
H 0.78 2.40 -2.72  0.1794
H -1.98 -2.55 2.17  0.4796
H -2.63 1.46 -2.55  0.1838
H -3.25 -1.41 -0.63  0.2036
H 2.87 -1.35 -1.39  0.2131
H 1.55 2.33 -1.11  0.2554
H 2.97 0.37 -1.04  0.2927
H -2.02 0.96 1.83  0.4655
H 2.60 -0.19 -2.71  0.1786
H -2.77 -2.15 -2.16  0.1825
H -0.20 -3.58 -0.70  0.2015
H -2.22 -2.87 -0.64  0.2050
H -3.27 0.73 -1.07  0.2041
H -0.14 2.88 -1.28  0.1979

Calculated values
**Kohn-Sham gap (spin up / spin down)**: 5.17 / 5.18 eV
**Charge**: -2
**Calculated total energy**: -2838.08263 hartree
**Energy relative to the best compared isomer or geometry (same formula, charge and spin)**: 0.00 kJ/mol
**Lowest unoccupied orbital energy (spin up / spin down)**: 4.380 / 4.380 eV